1.
The following is a DFT calculation (ωB97M-V/def2-TZVPD) of a cluster of 4 separate species, C12H27NO11 in total at a distorted geometry.

Output
* gap between HOMO and LUMO: 9.39 eV
* HOMO energy: -8.96 eV
* SMILES string: COC(=O)OC.COC(=O)OC.COC(=O)OC.NCCOCO
* net charge: 0

Each line ends with the Mulliken charge.
CARTESIAN COORDINATES (ANGSTROEM)
1 C 3.789 -3.661 -5.934  -0.582
2 O 3.419 -4.402 -7.095  -0.302
3 C 2.080 -4.492 -7.297  0.776
4 O 1.213 -4.006 -6.588  -0.541
5 O 1.872 -5.217 -8.425  -0.308
6 C 0.498 -5.395 -8.764  -0.609
7 H 4.880 -3.654 -5.872  0.228
8 H 3.441 -2.626 -6.010  0.278
9 H 3.395 -4.138 -5.031  0.266
10 H 0.019 -4.429 -8.953  0.284
11 H -0.027 -5.941 -7.974  0.291
12 H 0.451 -5.988 -9.682  0.218
13 C -3.565 3.460 1.731  -0.546
14 O -2.857 2.222 1.719  -0.325
15 C -2.431 1.811 2.941  0.861
16 O -2.604 2.401 3.996  -0.607
17 O -1.779 0.632 2.784  -0.264
18 C -1.271 0.076 3.996  -0.584
19 H -3.858 3.691 0.703  0.238
20 H -4.473 3.380 2.338  0.312
21 H -2.923 4.268 2.096  0.258
22 H -2.087 -0.139 4.693  0.306
23 H -0.538 0.750 4.451  0.305
24 H -0.770 -0.864 3.752  0.159
25 C 0.675 8.389 6.246  -0.613
26 O -0.373 7.702 5.565  -0.317
27 C -0.090 6.409 5.264  0.703
28 O 0.949 5.823 5.524  -0.544
29 O -1.164 5.882 4.624  -0.313
30 C -1.008 4.516 4.244  -0.452
31 H 0.341 9.412 6.436  0.222
32 H 0.888 7.912 7.208  0.286
33 H 1.577 8.430 5.625  0.288
34 H -0.863 3.884 5.126  0.332
35 H -0.175 4.403 3.544  0.345
36 H -1.926 4.198 3.741  -0.040
37 N -1.126 -4.817 -1.423  -0.577
38 C 0.101 -4.098 -1.939  -0.220
39 C 0.255 -2.541 -1.449  -0.171
40 O 1.608 -2.381 -0.896  -0.298
41 C 1.601 -1.770 0.442  -0.225
42 O 0.755 -2.464 1.435  -0.485
43 H -1.952 -4.190 -1.309  0.237
44 H -0.855 -5.291 -0.527  0.283
45 H 1.039 -4.696 -1.506  0.219
46 H 0.212 -4.120 -3.122  0.062
47 H -0.612 -2.150 -0.766  0.161
48 H 0.220 -1.866 -2.433  0.262
49 H 2.718 -1.864 0.853  0.192
50 H 1.388 -0.600 0.380  0.233
51 H -0.058 -1.853 1.539  0.321

2.
The following is a DFT calculation (ωB97M-V/def2-TZVPD) of the molecule C12H27O2PS2 at a distorted geometry.

Output
* gap between HOMO and LUMO: 9.36 eV
* HOMO energy: -8.77 eV
* SMILES string: CCCC[C@H](CC)CO[P@](=S)(S)OCC(C)C
* net charge: 0
* energy relative to the best compared isomer or geometry (same formula, charge and spin): 0.00 kcal per mole

Each line ends with the Mulliken charge.
CARTESIAN COORDINATES (ANGSTROEM)
1 C -4.116 0.236 2.914  -1.209
2 C -2.846 -0.624 2.538  -0.547
3 C -1.567 0.220 2.546  -0.177
4 C -0.400 -0.655 2.019  -1.226
5 C 0.920 0.151 1.683  0.568
6 C 1.532 0.884 2.918  -0.918
7 C 1.197 2.359 3.154  -1.165
8 C 0.743 1.028 0.453  -1.498
9 O 0.541 0.284 -0.741  -0.098
10 P -0.291 1.100 -1.898  0.648
11 S 0.361 2.912 -2.057  -0.369
12 S -2.318 1.191 -1.362  -0.279
13 O -0.125 0.295 -3.305  -0.404
14 C 1.225 -0.134 -3.523  -0.914
15 C 1.345 -1.640 -3.360  1.248
16 C 0.615 -2.331 -4.552  -1.432
17 C 2.776 -2.106 -3.226  -1.624
18 H -3.979 0.684 3.916  0.300
19 H -4.282 1.067 2.177  0.252
20 H -5.007 -0.397 2.942  0.402
21 H -2.767 -1.414 3.238  0.363
22 H -2.974 -1.043 1.533  0.340
23 H -1.700 1.041 1.872  0.240
24 H -1.272 0.546 3.568  0.247
25 H -0.155 -1.413 2.766  0.484
26 H -0.723 -1.137 1.105  0.411
27 H 1.686 -0.586 1.403  0.359
28 H 1.221 0.288 3.815  0.323
29 H 2.627 0.818 2.843  0.384
30 H 1.598 2.732 4.106  0.377
31 H 0.118 2.531 3.124  0.278
32 H 1.668 2.938 2.374  0.310
33 H 1.668 1.596 0.276  0.461
34 H -0.011 1.771 0.654  0.673
35 H -2.385 2.440 -1.862  0.211
36 H 1.938 0.347 -2.834  0.396
37 H 1.495 0.183 -4.534  0.484
38 H 0.841 -1.866 -2.420  -0.088
39 H -0.472 -2.163 -4.561  0.321
40 H 1.009 -1.953 -5.492  0.342
41 H 0.799 -3.433 -4.526  0.381
42 H 2.805 -3.172 -3.058  0.414
43 H 3.306 -1.965 -4.177  0.338
44 H 3.357 -1.609 -2.448  0.393

3.
The following is a DFT calculation (ωB97M-V/def2-TZVPD) of a cluster of 2 separate species, C12H28B4O7 in total at a distorted geometry.

Output
* gap between HOMO and LUMO: 9.01 eV
* HOMO energy: -9.93 eV
* SMILES string: CCB(O)B1OBOB(CCCCCOC(C)=O)O1.CC(C)O
* net charge: 0

Each line ends with the Mulliken charge.
CARTESIAN COORDINATES (ANGSTROEM)
1 C 4.889 0.033 0.193  -0.916
2 C 4.256 0.078 -1.319  -0.041
3 B 3.382 1.475 -1.631  -0.075
4 O 3.256 2.603 -0.678  -0.580
5 B 2.675 1.551 -3.145  0.813
6 O 1.643 2.525 -3.551  -0.451
7 B 0.541 1.754 -4.163  0.441
8 O 0.712 0.542 -5.021  -0.446
9 B 1.823 -0.249 -4.383  0.467
10 C 1.705 -1.841 -3.990  -0.532
11 C 1.051 -2.150 -2.519  -0.650
12 C -0.117 -1.103 -2.042  0.716
13 C -1.043 -1.671 -0.811  -0.704
14 C -0.679 -1.002 0.647  -0.426
15 O -1.748 -0.176 1.232  -0.309
16 C -2.139 0.937 0.354  0.484
17 C -1.142 2.038 -0.341  -0.230
18 O -3.466 1.101 0.132  -0.561
19 O 3.090 0.537 -4.174  -0.362
20 H 4.064 0.110 1.023  0.199
21 H 5.660 0.904 0.333  0.258
22 H 5.441 -1.013 0.307  0.317
23 H 3.480 -0.807 -1.474  -0.117
24 H 5.068 0.024 -2.184  0.277
25 H 2.371 2.586 -0.208  0.300
26 H -0.570 2.103 -3.906  -0.129
27 H 0.999 -2.342 -4.806  0.251
28 H 2.748 -2.404 -4.100  0.218
29 H 0.529 -3.217 -2.604  0.378
30 H 1.882 -2.273 -1.692  0.192
31 H -0.853 -0.947 -2.969  0.242
32 H 0.391 -0.081 -1.715  -0.592
33 H -2.165 -1.571 -1.128  0.359
34 H -0.810 -2.839 -0.737  0.358
35 H -0.522 -1.916 1.398  0.314
36 H 0.369 -0.434 0.649  0.215
37 H -1.617 2.296 -1.403  0.184
38 H -0.023 1.711 -0.433  -0.272
39 H -1.134 3.079 0.242  0.401
40 C -3.095 -1.163 4.881  -0.987
41 C -3.444 0.158 5.547  0.310
42 C -4.787 0.684 5.065  -1.128
43 O -2.430 1.116 5.256  -0.556
44 H -3.020 -1.046 3.794  0.147
45 H -2.121 -1.523 5.228  0.300
46 H -3.849 -1.926 5.099  0.366
47 H -3.469 0.027 6.634  0.294
48 H -4.771 0.867 3.985  0.259
49 H -5.019 1.642 5.544  0.309
50 H -5.591 -0.024 5.289  0.350
51 H -2.400 1.239 4.293  0.345

4.
The following is a DFT calculation (ωB97M-V/def2-TZVPD) of a cluster of 2 separate species, C12H28FN3O5P in total at a distorted geometry.

Output
* gap between HOMO and LUMO: 4.58 eV
* HOMO energy: -2.18 eV
* net charge: -1

Each line ends with the Mulliken charge.
CARTESIAN COORDINATES (ANGSTROEM)
1 C 0.362 -3.156 0.765  -0.995
2 C 0.157 -2.734 -0.722  0.257
3 O -1.223 -2.527 -1.123  -0.480
4 P -1.772 -1.013 -0.787  0.974
5 O -1.361 -0.484 0.572  -0.605
6 O -1.371 0.124 -1.933  -0.306
7 C 0.011 0.477 -1.873  0.061
8 C 0.280 1.929 -2.386  -0.585
9 C 1.685 2.043 -3.038  -0.864
10 C 2.879 1.893 -2.042  -0.611
11 N 2.674 2.547 -0.744  -0.197
12 C 2.474 1.617 0.344  0.198
13 N 3.218 0.624 0.647  -0.553
14 N 1.347 1.873 1.208  -0.600
15 O -3.447 -1.164 -0.752  -0.411
16 C -4.086 -0.223 -1.626  -0.620
17 C -4.153 1.208 -0.994  0.709
18 C -4.179 1.209 0.563  -1.042
19 F -5.393 1.743 -1.421  -0.400
20 H 1.464 -3.159 0.936  0.294
21 H 0.036 -4.201 0.936  0.274
22 H -0.055 -2.462 1.512  0.216
23 H 0.529 -3.578 -1.350  0.378
24 H 0.835 -1.881 -0.931  -0.128
25 H 0.464 0.401 -0.864  -0.228
26 H 0.585 -0.215 -2.533  0.308
27 H 0.072 2.699 -1.617  0.335
28 H -0.467 2.100 -3.201  0.350
29 H 1.767 2.986 -3.624  0.405
30 H 1.769 1.212 -3.779  0.307
31 H 3.753 2.399 -2.524  0.398
32 H 3.202 0.830 -1.940  0.270
33 H 3.377 3.241 -0.535  0.295
34 H 3.988 0.610 -0.031  0.229
35 H 0.503 1.450 0.830  0.305
36 H 1.570 1.481 2.118  0.371
37 H -5.146 -0.554 -1.714  0.419
38 H -3.690 -0.223 -2.663  0.260
39 H -3.345 1.883 -1.327  0.093
40 H -3.225 1.636 0.926  0.206
41 H -4.982 1.916 0.877  0.432
42 H -4.425 0.235 1.019  0.234
43 C 2.376 -1.600 4.368  -1.004
44 C 0.920 -2.127 4.327  -0.102
45 O 0.879 -3.281 3.643  -0.850
46 H 2.761 -1.408 3.362  0.142
47 H 2.426 -0.648 4.929  0.313
48 H 3.044 -2.309 4.867  0.314
49 H 0.317 -1.269 3.926  -0.024
50 H 0.594 -2.152 5.399  0.259

no.,calculated total energy (eV)
1,-36891.59860
2,-47938.25906
3,-29936.70895
4,-39612.73373